Entry from the OMol25 dataset: a single C2H6N2O molecule in a non-equilibrium geometry (ωB97M-V with the def2-TZVPD basis set).

- Spin multiplicity: 1
- Energy relative to the best compared isomer or geometry (same formula, charge and spin): 1.9734 eV
- Gap between HOMO and LUMO: 10.01 eV
- Highest occupied orbital energy: -8.9 eV
- LUMO level: 1.1 eV
- SMILES: N[C@@H]1O[C@@H]1N

Geometry as XYZ:
```
11
Properties=species:S:1:pos:R:3:lowdin_charge:R:1
N -1.235 -0.976 0.663 0.073
C -0.310 -0.891 -0.416 -0.381
O 1.058 -0.954 -0.135 0.010
C 0.576 0.269 -0.641 -0.362
N 0.516 1.398 0.226 0.071
H -1.989 -0.311 0.526 0.081
H -0.776 -0.767 1.542 0.074
H -0.624 -1.477 -1.278 0.137
H 0.884 0.507 -1.654 0.141
H 1.224 2.087 -0.023 0.077
H 0.676 1.115 1.189 0.079
```

Entry from the OMol25 dataset: a single C2H6N2O molecule in a non-equilibrium geometry (ωB97M-V with the def2-TZVPD basis set).

- Spin multiplicity: 1
- Energy relative to the best compared isomer or geometry (same formula, charge and spin): 6.4783 eV
- Gap between HOMO and LUMO: 9.50 eV
- Highest occupied orbital energy: -8.9 eV
- LUMO level: 0.6 eV
- SMILES: [H]/N=C\NOC

Geometry as XYZ:
```
11
Properties=species:S:1:pos:R:3:lowdin_charge:R:1
H 2.731 -0.744 -0.419 -0.005
N 2.443 0.038 0.163 0.029
C 1.100 0.482 -0.095 -0.252
N 0.120 -0.322 -0.363 -0.066
O -1.018 -0.277 0.471 -0.250
C -2.219 0.146 -0.151 -0.084
H 0.696 1.373 0.122 0.073
H 0.586 -1.317 0.081 0.234
H -1.704 1.118 -0.661 0.123
H -2.796 0.598 0.802 0.139
H -2.598 -0.593 -0.808 0.059
```

Entry from the OMol25 dataset: a single C2H6N2O molecule in a non-equilibrium geometry (ωB97M-V with the def2-TZVPD basis set).

- Spin multiplicity: 1
- Energy relative to the best compared isomer or geometry (same formula, charge and spin): 0.9684 eV
- Gap between HOMO and LUMO: 10.04 eV
- Highest occupied orbital energy: -9.2 eV
- LUMO level: 0.8 eV
- SMILES: NCC(N)=O

Geometry as XYZ:
```
11
Properties=species:S:1:pos:R:3:lowdin_charge:R:1
N 1.725 -0.510 -0.020 0.006
C 0.379 -0.987 0.302 -0.197
C -0.526 0.251 0.144 -0.546
N -0.915 0.446 -1.168 0.139
O -0.995 0.885 1.057 0.071
H 2.257 -1.161 -0.570 0.061
H 1.767 0.455 -0.290 0.064
H 0.341 -1.206 1.371 0.104
H -0.053 -1.817 -0.248 0.108
H -1.023 -0.284 -1.845 0.094
H -1.287 1.364 -1.343 0.098
```

Entry from the OMol25 dataset: a single C2H6N2O molecule in a non-equilibrium geometry (ωB97M-V with the def2-TZVPD basis set).

- Spin multiplicity: 1
- Energy relative to the best compared isomer or geometry (same formula, charge and spin): 1.9463 eV
- Gap between HOMO and LUMO: 9.99 eV
- Highest occupied orbital energy: -9.1 eV
- LUMO level: 0.9 eV
- SMILES: NCNC=O

Geometry as XYZ:
```
11
Properties=species:S:1:pos:R:3:lowdin_charge:R:1
N 1.730 0.151 1.416 -0.040
C 0.549 0.365 0.591 -0.279
N 0.153 -0.633 -0.483 0.013
C -1.022 -0.391 -1.159 -0.312
O -1.742 0.515 -0.657 -0.058
H 1.745 0.621 2.355 0.091
H 1.931 -0.884 1.518 0.082
H 0.836 1.302 0.119 0.102
H -0.453 0.664 1.155 0.145
H 0.675 -1.424 -0.865 0.125
H -1.144 -0.870 -2.153 0.132
```